[1]
Entry from the Open Molecules 2025 dataset: 8 unconnected molecules or ions with the total composition C30H72N8O6 (ωB97M-V/def2-TZVPD).

Atoms and positions in Å:
O1 -0.84609 -4.25393 8.51934
O2 -6.18787 -0.32590 -4.32238
O3 9.54149 -1.60662 -3.74166
O4 7.57913 -1.03262 3.28956
O5 0.15143 -0.72282 -0.05381
O6 4.12393 9.97761 -0.02960
N1 7.75309 -2.41954 -2.74139
N2 0.70938 -1.26034 1.96985
N3 7.81680 0.61964 4.75541
N4 -4.82540 0.75704 -2.82653
N5 3.13773 11.87168 -0.43613
N6 -0.59348 -5.82690 7.00642
N7 -6.63027 2.83304 6.39177
N8 -1.47270 -4.21454 -10.20367
C1 2.00999 10.11843 0.90944
C2 4.30042 12.48659 -1.22024
C3 -5.94626 0.79143 5.09937
C4 0.31032 -5.95297 -10.91212
C5 -6.93446 3.31581 7.72246
C6 9.14493 -1.32424 5.00883
C7 -3.91961 -4.49620 -10.62330
C8 -0.61882 -3.25602 -9.49887
C9 3.13203 10.64203 0.04407
C10 -4.91907 2.04007 -3.48647
C11 -0.76572 -4.90652 -11.30952
C12 0.23593 1.09889 1.49484
C13 8.04532 -0.57962 4.31213
C14 1.30085 -4.39274 7.45767
C15 -8.17960 2.61830 8.36351
C16 -1.24014 -2.82725 -8.16543
C17 -5.39781 -0.32088 -3.36719
C18 9.03514 -2.26459 -2.82542
C19 -5.12066 -1.59577 -2.53034
C20 9.87433 -3.11175 -1.89678
C21 1.07765 -2.68733 1.65895
C22 -0.16176 -4.75543 7.66224
C23 6.95759 1.53159 4.09993
C24 0.30969 -0.36383 1.12610
C25 -2.01542 -6.35351 7.03948
C26 -6.30676 3.96736 4.23000
C27 -6.05385 1.47286 6.50825
C28 -5.77044 3.72355 5.64535
C29 6.77987 -1.91837 -3.70043
C30 -2.70286 -3.53272 -10.69829
H1 -6.71771 0.87385 7.13160
H2 10.19019 -2.54664 -1.01986
H3 -1.94085 -7.22584 6.39020
H4 1.46504 -3.36949 7.11987
H5 1.15384 1.46989 1.03889
H6 1.95157 10.89706 1.66999
H7 -5.50652 4.64662 6.16148
H8 -5.69600 1.97955 -4.24858
H9 1.80016 -4.41329 8.42636
H10 -1.50440 -5.56630 -11.76467
H11 -4.14064 -1.75693 -2.08124
H12 5.19163 11.85986 -1.25264
H13 0.10000 -6.22888 6.39195
H14 7.04070 2.40962 4.74044
H15 7.28778 -1.39788 -4.51235
H16 1.22946 -3.36786 2.49678
H17 -4.78294 3.28757 5.49409
H18 -4.84132 -3.93594 -10.78045
H19 -7.91693 1.78398 9.01390
H20 -0.36520 -4.19874 -12.03527
H21 -0.35490 -2.48158 -10.21906
H22 -5.22080 2.86380 -2.83953
H23 0.24436 -3.11107 1.09844
H24 -6.91738 0.56651 4.65841
H25 -5.26908 1.25861 4.38434
H26 6.01982 -1.26054 -3.27892
H27 9.26883 -3.88077 -1.41712
H28 0.92542 -0.88008 2.88024
H29 -2.23838 -6.68194 8.05464
H30 7.40619 1.63226 3.11164
H31 0.87804 -6.33653 -11.75987
H32 1.96600 -2.70150 1.02750
H33 -7.07626 4.73709 4.17093
H34 1.09134 -5.45216 -10.34001
H35 0.33408 -3.69944 -9.20996
H36 7.46928 -3.18383 -2.14521
H37 -6.66580 3.04893 3.76556
H38 -0.14423 -6.79984 -10.39802
H39 -0.66974 -2.18757 -7.49197
H40 2.18342 9.08730 1.21728
H41 -3.92038 -5.18906 -11.46475
H42 -5.83546 -1.58593 -1.70750
H43 0.24694 1.16483 2.58278
H44 -5.48068 -0.17610 5.28707
H45 -5.12744 1.58109 7.07230
H46 -6.09288 3.21530 8.40784
H47 8.72840 -1.93989 5.80608
H48 -8.67612 3.39354 8.94711
H49 -2.95901 -2.62297 -10.15530
H50 -4.09312 0.46593 -2.19476
H51 -1.67944 -3.71814 -7.71665
H52 5.93334 1.17340 3.99646
H53 -8.87184 2.26572 7.59892
H54 -2.66919 -5.53339 6.74269
H55 -7.34555 4.30284 7.51061
H56 -3.91800 2.22171 -3.87756
H57 2.18694 12.17814 -0.58508
H58 -5.54750 -2.42462 -3.09507
H59 10.67905 -3.54439 -2.49121
H60 6.19540 -2.72708 -4.13917
H61 9.47711 -2.10265 4.32193
H62 4.62348 13.51986 -1.09346
H63 10.01859 -0.81157 5.41129
H64 -2.47315 -3.16011 -11.69654
H65 -2.14349 -2.25693 -8.38175
H66 -0.61112 1.59441 1.02042
H67 -3.98436 -5.02559 -9.67269
H68 1.70134 -5.18951 6.83089
H69 3.91436 12.39840 -2.23576
H70 8.11844 0.73793 5.71202
H71 -5.47082 4.29609 3.61258
H72 1.13008 10.19794 0.27103

## Properties
structure (SMILES)	CCN(CC)CC.CCN(CC)CC.CNC(C)=O.CNC(C)=O.CNC(C)=O.CNC(C)=O.CNC(C)=O.CNC(C)=O
DFT total energy	-2075.6584	a.u.
total charge	0

Here are the Mulliken charges for atoms 1 to 4, given in e: number 1, O, carries -0.635; number 2, O, carries -0.651; number 3, O, carries -0.679; number 4, O, carries -0.645



[2]
Entry from the Open Molecules 2025 dataset: 9 unconnected molecules or ions with the total composition C30H73ClFN2O11S (ωB97M-V/def2-TZVPD).

Atoms and positions in Å:
Cl1 -4.31268 1.15617 -0.22996
S1 -4.80883 0.16178 1.51785
F1 1.33950 -2.23830 4.96052
O1 -4.73141 -1.25965 1.36935
O2 -0.56248 -2.18569 3.96519
O3 -6.14615 0.55378 1.79504
O4 -11.47341 1.75202 0.65904
O5 6.82090 0.36666 -6.31011
O6 4.45040 0.63097 -2.14877
O7 -3.12144 -5.34068 -0.21885
O8 1.19492 1.67275 4.46597
O9 4.63634 4.68426 -3.08558
O10 3.10725 -3.83537 -0.87449
O11 -6.76674 2.79919 -2.03941
N1 3.91271 0.53129 3.09741
N2 -0.76933 -3.39481 -0.13619
C1 2.68677 -6.10152 -1.63276
C2 7.00805 1.61626 -6.97490
C3 0.59504 -0.03477 -0.09888
C4 4.63738 1.88438 -2.82285
C5 -9.88595 -0.02942 1.08509
C6 -0.60846 -2.23689 -0.62458
C7 6.15976 6.37047 -2.23526
C8 -0.13502 -1.27214 0.48667
C9 -2.55728 -0.07144 3.20099
C10 -10.81064 0.63212 0.08004
C11 -0.40601 -3.45128 1.30234
C12 2.15232 -0.07196 -0.06667
C13 3.38751 -5.21523 -0.62163
C14 1.38657 -1.97166 2.59409
C15 1.44294 1.24619 5.80612
C16 -3.29511 -5.56398 1.18679
C17 4.56160 1.69351 -4.32410
C18 -7.46876 4.19113 -0.18236
C19 6.93745 1.44421 -8.48034
C20 -1.49720 -0.72916 1.01430
C21 2.42802 2.17135 6.49294
C22 -4.69474 -6.05874 1.48430
C23 -7.89192 3.41185 -1.41356
C24 -1.33596 0.16644 2.26747
C25 2.62999 0.97502 0.97686
C26 4.01245 0.69790 1.61185
C27 -3.77665 0.80376 2.85761
C28 0.63917 -2.33351 1.30737
C29 5.65092 5.62050 -3.45145
C30 0.58402 -2.14976 3.85750
H1 4.69506 2.64299 -4.84246
H2 5.32904 0.99641 -4.66422
H3 1.91513 1.11397 1.79888
H4 2.04154 1.66131 3.99692
H5 3.91527 5.18061 -2.68131
H6 -4.89332 -6.98468 0.94407
H7 7.70965 0.75324 -8.82707
H8 -0.39574 -0.01690 2.78576
H9 -3.09589 -4.62925 1.72302
H10 2.15422 -3.71857 -0.81431
H11 0.28461 0.91214 0.34798
H12 -3.77349 -4.68163 -0.48882
H13 0.48791 1.24698 6.33113
H14 2.72468 1.92115 0.43164
H15 -1.91056 -0.10099 0.21263
H16 -0.11360 -4.46447 1.59183
H17 1.40296 -2.72420 0.60365
H18 -2.24502 -1.51974 1.14441
H19 -8.35200 4.07286 -2.14643
H20 3.37958 2.18784 5.95591
H21 3.06675 -5.46224 0.39646
H22 5.97447 1.02185 -8.77055
H23 1.82583 0.22059 5.78686
H24 -8.32687 4.66907 0.29358
H25 -1.07415 -4.22951 -0.64133
H26 7.52105 -0.22602 -6.60631
H27 -10.24906 0.96890 -0.79846
H28 2.49604 0.30010 -1.05045
H29 -2.30585 0.11537 4.24966
H30 4.46626 -5.34418 -0.68259
H31 -9.12644 0.67496 1.43445
H32 -5.43923 -5.32877 1.15857
H33 5.24136 6.31596 -4.19040
H34 6.22440 2.28893 -6.63062
H35 -3.49271 1.82342 2.57047
H36 -2.55436 -6.30279 1.49338
H37 6.94187 7.07912 -2.51108
H38 -10.79749 2.37745 0.94349
H39 -6.74192 4.95977 -0.44945
H40 5.34727 6.91852 -1.75171
H41 5.60475 2.30015 -2.53284
H42 -11.57885 -0.06527 -0.25137
H43 7.07068 2.39953 -8.99027
H44 -8.61654 2.63442 -1.14843
H45 2.90574 -7.15388 -1.44931
H46 3.59562 1.26967 -4.60751
H47 6.45866 5.05823 -3.91945
H48 2.59502 -1.06737 0.04753
H49 4.55009 -0.14610 1.16695
H50 -4.82660 -6.23851 2.55162
H51 -9.38369 -0.89328 0.64538
H52 5.15018 0.03681 -2.44348
H53 3.85889 2.56073 -2.48352
H54 6.56096 5.67337 -1.49796
H55 4.56438 1.17745 3.53162
H56 3.00266 -5.84804 -2.64505
H57 1.60239 -5.95818 -1.58837
H58 0.29339 0.03054 -1.15557
H59 -0.78290 -1.96895 -1.66414
H60 -1.37146 1.22817 1.99936
H61 -2.88942 -1.11305 3.13263
H62 1.82321 -0.96468 2.58811
H63 2.61268 1.85373 7.52020
H64 2.23854 -2.66114 2.67400
H65 -6.36501 2.20631 -1.39536
H66 7.97606 2.03347 -6.67887
H67 2.04708 3.19338 6.50398
H68 -4.42373 0.89340 3.73431
H69 4.63299 1.58872 1.46414
H70 -1.29267 -3.22525 1.90227
H71 4.25920 -0.38578 3.36521
H72 -6.98838 3.53075 0.54542
H73 -10.44690 -0.35691 1.96156

## Properties
DFT total energy	-3081.9042	a.u.
total charge	+1

Here are the Mulliken charges for atoms 1 to 4, given in e: number 1, Cl, carries -0.330; number 2, S, carries 1.344; number 3, F, carries -0.357; number 4, O, carries -0.607



[3]
Entry from the Open Molecules 2025 dataset: 5 unconnected molecules or ions with the total composition C30H74N4 (ωB97M-V/def2-TZVPD).

Atoms and positions in Å:
N1 -0.11482 3.58913 5.01786
N2 -1.42093 -0.49481 0.22610
N3 4.00599 -3.62953 0.01333
N4 1.49938 3.76339 -0.75832
C1 -0.47774 2.67963 3.89947
C2 4.09647 -3.33666 -1.52744
C3 3.50260 -1.61593 0.95965
C4 -1.83815 -2.59120 1.67251
C5 0.42212 2.92326 -1.27635
C6 -1.56097 -3.39060 -6.96003
C7 1.33126 4.00413 4.96442
C8 -1.03102 5.73781 4.14416
C9 -3.79865 -2.74383 -3.85697
C10 2.49438 2.99771 0.14180
C11 -0.85965 -1.42776 1.28374
C12 4.87524 -4.37054 -2.28184
C13 -2.16241 -2.67664 -5.70439
C14 0.25753 -1.30971 -1.39480
C15 2.82450 -4.47962 0.29608
C16 -3.51417 -3.24800 -5.28370
C17 0.44904 5.78799 -1.51898
C18 -2.91758 1.54216 -0.19744
C19 0.50330 2.56537 -2.74967
C20 3.29840 -5.56845 1.37844
C21 -2.05987 2.29291 4.07064
C22 -0.94340 4.72702 5.37749
C23 4.44013 -2.70073 1.02303
C24 -2.69220 0.07041 0.38193
C25 1.09217 5.03159 -0.37749
C26 -5.12255 -3.35909 -3.28369
C27 2.18857 2.83375 5.43139
C28 1.88066 2.71545 1.59989
C29 -5.06817 -3.21354 -1.74582
C30 -1.27181 -1.13729 -1.14344
H1 -2.93851 -3.14193 -3.02183
H2 -3.52467 -0.53080 0.10613
H3 -1.44405 -4.29190 -6.78507
H4 1.90533 3.83858 2.13576
H5 1.06060 5.92029 -2.33275
H6 4.07791 -6.22641 0.95266
H7 2.60152 1.91089 -0.32479
H8 2.43967 -6.25353 1.47470
H9 -1.35025 -2.83689 -4.82235
H10 -0.00830 3.50336 -3.28901
H11 -4.31040 -2.85186 -6.03116
H12 0.09507 -1.68980 1.19139
H13 1.50351 4.94135 5.23283
H14 -1.73036 6.42885 4.37475
H15 -0.21395 2.96252 2.93934
H16 -0.06506 1.67622 3.88756
H17 3.57654 -5.11047 2.45927
H18 0.01236 6.85472 -1.26969
H19 2.03487 5.55640 -0.31918
H20 -5.80207 -3.77355 -1.35657
H21 -2.13184 -3.20555 -7.68746
H22 -0.93980 -0.83991 2.17182
H23 -2.34078 2.29057 0.44936
H24 -2.41163 1.70257 3.24310
H25 4.53500 -2.42568 -1.53587
H26 -2.86941 -2.69538 1.81214
H27 -6.13619 -2.84818 -3.52798
H28 0.37663 5.02009 0.42908
H29 -5.17941 -4.44801 -3.52803
H30 -5.22393 -2.30305 -1.59300
H31 2.37858 -4.98467 -0.52030
H32 6.03273 -4.45868 -2.11718
H33 -0.66940 -2.99314 -6.93209
H34 0.43286 2.27274 -0.65703
H35 -1.89251 4.46025 5.36469
H36 1.55712 4.12642 4.04174
H37 -0.53501 5.44636 -1.85565
H38 2.09680 1.77804 5.07565
H39 -3.95938 1.88476 -0.06673
H40 -4.05461 -1.74169 -3.67054
H41 -2.65847 3.09574 3.89203
H42 -1.80849 -3.27180 0.86399
H43 4.82151 -3.88650 -3.32176
H44 3.52653 3.53656 0.10888
H45 -4.20588 -3.70160 -1.22491
H46 2.09239 2.49759 6.48121
H47 -0.68494 3.17072 -1.15294
H48 0.45263 -1.38489 -2.43274
H49 -1.25221 5.26805 3.18155
H50 -0.04429 1.67995 -2.90803
H51 4.03392 -0.64679 1.48349
H52 0.88827 2.73203 1.38089
H53 5.50073 -2.47910 0.76402
H54 -1.65225 -0.71211 -1.85358
H55 -2.16913 1.82910 4.96955
H56 -3.41690 -4.42682 -5.26175
H57 4.53365 -5.34614 -2.21587
H58 1.50079 2.17703 -3.04232
H59 4.45331 -3.30319 1.93557
H60 2.23673 1.85368 2.16735
H61 -0.02651 6.04181 4.01010
H62 0.91183 -0.72697 -0.80048
H63 -2.86365 0.06900 1.55154
H64 3.28554 -1.08806 0.06798
H65 2.63155 -1.81840 1.28535
H66 3.25810 3.03505 5.72861
H67 0.50921 -2.18947 -0.87217
H68 3.26899 -3.09053 -2.07915
H69 -2.50959 1.58223 -1.24312
H70 -1.47595 -3.17334 2.50410
H71 -0.79882 5.30826 6.28887
H72 -1.75242 -2.13323 -1.27472
H73 -1.92090 -1.54718 -5.76857
H74 2.04150 -3.84240 0.86778

## Properties
structure (SMILES)	CCN(CC)CC.CCN(CC)CC.CCN(CC)CC.CCN(CC)CC.CCCCCC
DFT total energy	-1405.7596	a.u.
total charge	0

Here are the Mulliken charges for atoms 1 to 4, given in e: number 1, N, carries 0.059; number 2, N, carries 0.629; number 3, N, carries 0.272; number 4, N, carries 0.125



[4]
Entry from the Open Molecules 2025 dataset: 4 unconnected molecules or ions with the total composition C30H74N4O4P (ωB97M-V/def2-TZVPD).

Atoms and positions in Å:
P1 -1.20723 -1.09498 -0.30606
O1 0.26939 -1.21197 -4.14961
O2 1.70918 -7.03193 4.00479
O3 0.85225 4.32747 2.30913
O4 -1.91086 5.43015 -5.43225
N1 -1.56525 2.57151 -5.51930
N2 -1.18010 -1.46443 -6.63915
N3 2.80668 -4.82164 2.53022
N4 -5.37015 3.44792 1.55596
C1 -4.92643 -0.25119 1.31810
C2 2.69986 0.89136 4.03764
C3 -0.10878 4.62864 3.30976
C4 -1.17692 -3.08079 1.71564
C5 3.37904 0.31468 0.91721
C6 -3.41736 -0.44998 1.34280
C7 2.19446 4.54940 2.71603
C8 2.82943 3.35343 3.45922
C9 2.81968 -4.81240 3.99784
C10 -1.25242 3.32488 -4.30044
C11 -0.51766 -1.77040 1.22266
C12 2.64061 -7.96678 4.52636
C13 -5.37518 1.10477 0.75523
C14 1.17633 -1.74145 -7.18948
C15 -5.84724 2.07455 1.83617
C16 -2.76927 -0.20345 -0.03125
C17 2.53777 -0.41765 3.26205
C18 3.54212 -0.61199 2.12958
C19 -2.36736 3.10048 -3.28232
C20 1.32506 -2.13832 -3.95048
C21 0.47185 -0.27867 -5.20457
C22 -0.04228 0.10852 -1.02455
C23 -3.08193 5.90590 -4.79174
C24 4.23393 -5.11114 4.48294
C25 0.12591 -0.80269 -6.60371
C26 -0.96603 4.80535 -4.59131
C27 2.35461 -0.15475 -0.13327
C28 1.97111 2.09549 3.42800
C29 1.04262 0.62818 -0.07229
C30 1.75017 -5.74587 4.58403
H1 3.78196 3.12979 2.98183
H2 2.78597 0.06293 -1.10687
H3 2.71938 -1.21988 3.97602
H4 1.05790 2.29735 3.97712
H5 -3.23548 -1.47842 1.63408
H6 0.76848 -5.30644 4.37668
H7 1.88971 -4.52955 2.20243
H8 2.26308 0.72909 5.01995
H9 -5.33958 3.57625 0.54952
H10 3.74692 1.10332 4.22313
H11 -0.83776 3.82066 3.33967
H12 1.30708 -2.44514 -2.90144
H13 1.49475 0.12030 -5.16831
H14 -5.26325 -0.34253 2.34499
H15 -2.25185 3.75913 -2.41858
H16 4.33728 0.32814 0.40696
H17 1.27233 1.63948 -0.38855
H18 -6.22689 0.91945 0.10977
H19 2.26102 5.46799 3.29247
H20 -0.58912 -0.98409 1.95997
H21 1.18956 -3.03317 -4.56008
H22 -0.64416 0.95535 -1.33649
H23 -0.20444 0.54947 -4.98408
H24 -0.84220 5.37632 -3.66164
H25 2.29905 -1.69128 -4.16498
H26 -3.35399 3.26930 -3.71144
H27 2.22396 -8.96180 4.37774
H28 2.80644 -7.81344 5.59589
H29 2.76224 4.72329 1.80649
H30 -4.61631 1.57227 0.13692
H31 -5.40156 -1.07156 0.79102
H32 1.01314 -1.86370 -8.25919
H33 -3.46910 6.73100 -5.38741
H34 -1.89660 -0.80125 -6.35359
H35 -0.63914 5.54558 3.07700
H36 -6.06946 4.10669 1.88374
H37 -2.97248 0.23286 2.05705
H38 3.59348 -7.91767 3.99542
H39 0.33870 4.68394 4.29806
H40 -1.39388 -2.11829 -1.24219
H41 2.18447 -1.34642 -7.04682
H42 -3.85368 5.13349 -4.74645
H43 -1.62973 -3.66180 0.92365
H44 4.89477 -4.27651 4.24917
H45 -2.86746 6.27325 -3.78411
H46 4.65265 -5.99528 4.00388
H47 -6.93359 2.07198 1.88615
H48 2.87760 -5.79141 2.23150
H49 3.43512 -1.63051 1.75708
H50 2.57548 -3.79759 4.33097
H51 3.17637 1.34446 1.18801
H52 2.21083 -1.23338 -0.10719
H53 0.39964 -0.28575 -1.93680
H54 1.50460 -0.53257 2.95039
H55 -3.44020 -0.41960 -0.85639
H56 0.06983 0.07237 -7.25758
H57 1.67771 1.93667 2.39940
H58 -2.34626 2.06733 -2.92632
H59 4.25550 -5.26362 5.56323
H60 -0.41510 -3.65033 2.22864
H61 0.70217 0.72138 0.95386
H62 1.84175 -5.81788 5.67528
H63 1.13136 -2.73547 -6.74416
H64 -2.52321 0.84739 -0.12829
H65 0.52509 -1.97431 1.02155
H66 3.05731 3.62981 4.48578
H67 -0.77576 2.63670 -6.15733
H68 -0.33457 2.90348 -3.87496
H69 -1.91136 -2.83951 2.47078
H70 -0.01620 4.86372 -5.12940
H71 -2.31020 3.06599 -6.00475
H72 -1.18982 -2.17749 -5.91454
H73 4.56119 -0.52381 2.49005
H74 -5.50108 1.76336 2.81701

## Properties
DFT total energy	-2048.4527	a.u.
total charge	+1

Here are the Mulliken charges for atoms 1 to 4, given in e: number 1, P, carries 0.412; number 2, O, carries -0.335; number 3, O, carries -0.390; number 4, O, carries -0.374



| no. | gap between HOMO and LUMO (eV) |
| --- | --- |
| 1 | 8.410 |
| 2 | 7.787 |
| 3 | 8.368 |
| 4 | 9.010 |